{"formula": "BF4H24O12", "method": "the ωB97M-V functional and the def2-TZVPD basis", "total_charge": -1, "homo_lumo_gap_ev": 9.097, "energy_ha": -1341.29947, "lumo_ev": 2.40, "mol_weight_da": 303.0, "e_above_lowest_ev": 18.6728, "symbols": ["B", "F", "F", "F", "F", "O", "H", "H", "O", "H", "H", "O", "H", "H", "O", "H", "H", "O", "H", "H", "O", "H", "H", "O", "H", "H", "O", "H", "H", "O", "H", "H", "O", "H", "H", "O", "H", "H", "O", "H", "H"], "coordinates": [[-0.2455, 0.2040, 0.3562], [0.7375, -0.6444, 0.9593], [-0.2065, 1.4456, 0.9860], [0.1430, 0.3004, -0.9633], [-1.4572, -0.4570, 0.4893], [-0.8867, -1.8376, -0.8470], [-1.5388, -1.3374, -1.3377], [-0.5394, -1.2162, -0.2070], [3.0827, -2.0554, 0.8024], [3.2206, -2.8302, 1.3473], [2.3969, -1.5634, 1.2539], [0.3725, 2.4515, -1.2774], [0.2989, 1.6434, -0.7697], [0.0470, 3.1341, -0.6905], [1.6843, 0.8730, -2.4722], [1.3004, -0.0037, -2.4835], [0.9396, 1.4595, -2.3389], [-2.1865, -0.4056, -1.7426], [-2.6607, 0.0956, -2.4060], [-2.3705, 0.0496, -0.9209], [-0.2332, -1.1005, 2.8680], [-0.1334, -0.8763, 1.9428], [-0.5719, -0.3021, 3.2732], [-3.6324, -1.1650, 0.5179], [-2.7402, -1.3669, 0.7997], [-3.5518, -0.3407, 0.0380], [-2.3417, 1.1656, -0.1234], [-2.0864, 1.9229, -0.6502], [-1.5126, 0.7724, 0.1491], [1.8642, -0.6044, 2.7345], [1.0711, -1.0692, 3.0013], [1.6356, 0.3222, 2.8081], [2.3379, 0.4617, 0.1289], [1.6342, 0.0506, 0.6310], [1.9688, 0.5843, -0.7457], [1.7131, 1.8507, 1.8617], [0.7978, 1.5862, 1.7696], [2.1668, 1.3967, 1.1516], [0.0663, -0.5610, -3.3550], [-0.1583, -1.2542, -3.9756], [-0.4257, -0.7789, -2.5634]], "atomic_forces_ev_per_a": [[4.546, -0.773, 0.620], [-5.225, -2.078, -2.254], [-4.114, -1.330, -1.551], [-2.115, -1.716, 1.701], [1.811, -0.443, 6.719], [3.865, -5.735, -0.220], [0.215, -1.738, -0.144], [0.443, -4.871, -2.749], [0.501, -0.921, -0.716], [0.015, -0.126, 0.161], [0.423, 0.286, 0.597], [-1.176, 3.242, 0.301], [0.684, 1.615, -0.572], [0.244, 0.517, -0.026], [2.498, 0.425, -0.471], [0.600, 0.011, -0.836], [0.473, 0.203, -0.937], [-3.325, 1.792, -4.944], [-0.072, -0.060, -0.446], [-0.704, 0.785, -0.454], [-5.649, -1.298, 2.175], [-0.453, -0.939, 1.100], [-0.296, 0.042, 0.486], [-1.495, -0.663, 0.440], [-0.807, -0.626, 0.040], [-0.530, -0.138, 0.448], [-2.617, 5.903, -0.177], [-0.356, 0.645, -0.374], [-3.942, 3.541, -0.411], [4.938, 0.010, 2.092], [0.763, -0.375, 0.798], [0.766, 0.688, 0.048], [3.029, 0.767, -1.764], [3.239, 0.562, -0.728], [1.113, 0.378, -1.094], [0.659, 2.714, 4.096], [2.127, 1.061, 1.280], [1.118, 0.146, -0.980], [-0.951, -0.760, -1.462], [0.027, -0.282, -0.106], [-0.268, -0.459, 0.315]], "lowdin_charge": [-1.24, 0.12, 0.22, 0.12, 0.06, -0.01, -0.15, -0.01, -0.06, 0.02, -0.02, -0.02, -0.03, 0.08, -0.07, 0.01, -0.01, 0.01, 0.13, -0.05, 0.05, -0.02, 0.10, -0.03, 0.03, 0.01, 0.05, 0.11, -0.04, -0.07, -0.09, 0.02, 0.02, -0.12, 0.03, -0.06, -0.07, -0.06, -0.03, 0.07, 0.01]}